Below is a cluster of 2 separate species, C2H4N in total, with properties calculated with wB97M-V/def2-TZVPD.

Values from the calculation:
HOMO-LUMO gap (spin up / spin down) = 10.04 / 7.87 eV
energy above the lowest of the compared OMol25 structures with the same formula, charge and spin = 41.9 kcal per mole
<S²> = 2.03
multiplicity = 3
charge = +1

XYZ file:
```
7
Properties=species:S:1:pos:R:3:lowdin_spin:R:1
N 0.2229 -0.2161 0.0313 0.042
C -0.9149 0.5068 0.2998 -0.009
C 1.2104 -0.7432 -0.2015 1.096
H -1.3288 0.8616 -0.6484 -0.005
H 3.1180 -1.6384 -1.2172 0.884
H -1.6462 -0.1277 0.8013 -0.004
H -0.6614 1.3570 0.9347 -0.005
```